The following is a quantum chemistry calculation of a single C4H5BrCl2 molecule, from the OMol25 dataset.

As for the charge: 0. The electronic energy is -99315.35494 eV. The HOMO-LUMO gap comes out at 10.4 eV. As for the relative energy (zero: lowest compared OMol25 entry of this formula, charge and spin): 0.0 kJ/mol. The lowest unoccupied orbital energy comes out at 0.023 Eh.

```
12
Properties=species:S:1:pos:R:3:forces:R:3:nbo_charge:R:1
C 1.540515 -0.285796 0.865125 1.864 -0.904 -0.494 -0.384
Cl -0.024185 1.480810 -1.864641 -0.445 -0.386 0.826 -0.024
H 1.155276 0.355693 1.580632 -0.823 1.040 1.446 0.207
H -2.347552 0.674881 0.150033 0.555 0.391 -0.682 0.242
C -1.303011 0.473718 0.461266 -1.960 1.530 -2.412 -0.667
C -0.443376 0.085166 -0.740925 0.863 -0.294 0.243 -0.038
H -1.036347 1.371539 0.969024 0.839 0.482 0.346 0.237
Br 1.830003 -1.564130 -1.533186 0.107 0.010 -0.209 0.064
H 2.579906 -0.703358 1.060614 -1.676 0.515 -0.397 0.235
C 0.906123 -0.477201 -0.271537 0.142 -0.673 -0.945 -0.112
Cl -1.280211 -1.131985 -1.786134 -0.144 0.434 0.709 -0.001
H -1.577141 -0.279338 1.109729 0.677 -2.147 1.569 0.242
```
Positions in Å, forces in eV/Å.

=====

The following is a quantum chemistry calculation of 2 unconnected molecules or ions with the total composition C4H5BrFN, from the OMol25 dataset.

As for the charge: 0. The electronic energy is -78472.23657 eV. The HOMO-LUMO gap (spin up / spin down) comes out at 6.7 / 6.7 eV. As for the relative energy (zero: lowest compared OMol25 entry of this formula, charge and spin): 478.0 kJ/mol. The lowest unoccupied orbital energy (spin up / spin down) comes out at -0.017 / -0.017 Eh.

```
12
Properties=species:S:1:pos:R:3:forces:R:3:nbo_charge:R:1
N 0.803732 -1.385646 0.304125 1.267 1.179 0.056 -0.331
C 0.307671 1.617484 -0.297905 2.786 1.108 -0.468 0.347
H -1.883204 1.264541 0.172808 0.142 -0.659 0.782 0.203
C 1.475116 -0.402310 0.132247 0.310 1.459 -1.367 0.130
C -1.077095 1.307428 -0.556679 -0.331 -0.557 2.670 -0.827
H -0.401864 -2.891201 -0.153867 -0.647 0.917 0.863 0.213
F 0.631813 2.237094 0.867097 -1.258 -0.612 -0.207 -0.372
H -1.448068 2.036122 -1.172691 -0.427 2.363 -1.949 0.270
C -0.196571 -2.082718 0.588560 -0.667 -2.356 -0.468 -0.230
H -0.976031 0.496797 -1.201044 -0.406 -1.884 -0.930 0.250
H -0.511983 -2.016870 1.609499 -0.425 -0.633 0.366 0.206
Br 3.276484 -0.180723 -0.292146 -0.345 -0.325 0.652 0.142
```
Positions in Å, forces in eV/Å.

=====

The following is a quantum chemistry calculation of a single C4H5BrFN3OS2 molecule, from the OMol25 dataset.

As for the charge: 0. The electronic energy is -105174.36221 eV. The HOMO-LUMO gap comes out at 8.7 eV. As for the relative energy (zero: lowest compared OMol25 entry of this formula, charge and spin): 0.0 kJ/mol. The lowest unoccupied orbital energy comes out at -0.009 Eh.

```
17
Properties=species:S:1:pos:R:3:forces:R:3:nbo_charge:R:1
H 0.851526 2.039059 0.228550 0.622 -0.848 -0.740 0.492
C 1.928242 0.945502 -1.124832 -2.078 -2.189 -1.582 -0.051
S 0.433784 -1.552910 -0.628855 0.305 0.225 -1.026 0.340
N -2.682282 -0.314555 1.382048 -1.017 0.680 1.334 -0.257
Br -1.861014 1.486608 3.293816 -0.308 0.561 0.933 0.128
O 0.828743 1.588499 -0.642340 -2.329 1.827 1.044 -0.736
H 1.754216 1.055976 -2.263653 0.794 -0.893 1.597 0.187
C 1.947815 -0.542744 -0.565028 2.346 0.261 1.843 -0.584
H 2.190467 -0.554614 0.599924 -0.325 0.509 -2.388 0.236
N -2.174654 -1.029629 0.401839 4.075 -0.986 -2.253 -0.435
C -1.680337 0.245076 1.970346 -0.441 0.276 -0.364 0.200
C -0.609065 -0.704986 0.442199 -3.157 -1.503 0.151 0.234
N -0.428980 0.037061 1.466197 0.314 -0.247 -0.634 -0.517
F -3.161478 -1.004859 -2.003045 0.015 -0.837 1.131 -0.486
S -2.979348 -2.035192 -0.684590 0.693 2.013 0.025 0.826
H 2.791913 1.441604 -0.852716 2.261 0.720 0.459 0.174
H 2.850450 -1.099897 -1.019861 -1.770 0.432 0.471 0.250
```
Positions in Å, forces in eV/Å.

=====

The following is a quantum chemistry calculation of a single C4H5BrN2 molecule, from the OMol25 dataset.

As for the charge: 0. The electronic energy is -77246.58850 eV. The HOMO-LUMO gap comes out at 9.1 eV. As for the relative energy (zero: lowest compared OMol25 entry of this formula, charge and spin): 455.9 kJ/mol. The lowest unoccupied orbital energy comes out at 0.010 Eh.

```
12
Properties=species:S:1:pos:R:3:forces:R:3:nbo_charge:R:1
H -1.519387 1.656810 0.102669 -0.434 0.693 -1.328 0.252
H 0.862747 -0.782914 0.634921 0.350 -1.081 -2.060 0.221
H -0.260344 1.536688 1.099589 1.223 -0.227 0.409 0.225
C -0.545503 1.213423 0.116007 -2.689 -2.038 2.620 -0.432
H 0.844557 -0.799432 -1.132582 -0.274 -1.034 -1.066 0.255
N -0.478949 -3.655428 0.090015 0.391 -0.385 0.964 -0.257
Br -3.656547 0.020125 0.116336 0.957 -0.059 0.059 -0.118
H 0.128826 1.241794 -0.642951 1.851 1.676 -2.128 0.207
C -1.902037 -0.966420 -0.126489 -2.430 1.246 0.406 0.134
C -0.146129 -2.562798 0.233341 0.639 1.808 -3.915 0.253
C 0.230292 -1.140123 -0.319258 2.554 0.235 7.812 -0.288
N -0.838211 -0.241095 0.084800 -2.138 -0.833 -1.775 -0.451
```
Positions in Å, forces in eV/Å.

=====

The following is a quantum chemistry calculation of 2 unconnected molecules or ions with the total composition C4H5BrN2O, from the OMol25 dataset.

As for the charge: 0. The electronic energy is -79296.19850 eV. The HOMO-LUMO gap (spin up / spin down) comes out at 5.7 / 5.7 eV. As for the relative energy (zero: lowest compared OMol25 entry of this formula, charge and spin): 244.6 kJ/mol. The lowest unoccupied orbital energy (spin up / spin down) comes out at -0.144 / -0.144 Eh.

```
13
Properties=species:S:1:pos:R:3:forces:R:3:nbo_charge:R:1
H -0.069521 -0.407552 2.271926 -1.942 0.130 -1.772 0.426
N 1.349724 -2.282418 0.315172 1.276 -2.807 0.883 -0.165
C 0.199705 -0.145090 -0.383643 0.466 1.409 1.148 0.191
Br 2.599279 1.418600 0.967623 -1.443 -0.799 -0.616 -0.413
C 0.201715 0.412128 -1.770980 1.366 -0.836 0.098 -0.713
H 0.911645 1.310777 -1.865089 -1.248 -1.204 0.235 0.315
N -0.998447 -0.306785 1.721406 1.505 0.051 2.843 -0.817
H -0.865986 0.676791 -1.811990 0.418 0.363 -0.943 0.284
H -1.753877 -0.103393 2.421648 0.786 0.026 -1.653 0.424
C 0.812225 -1.304960 0.136792 -0.375 2.391 -2.020 0.161
C -1.008078 0.245796 0.468864 -0.415 0.245 1.415 0.584
O -1.944657 0.873051 0.031939 0.288 -0.130 -0.529 -0.539
H 0.566273 -0.386948 -2.503669 -0.682 1.162 0.911 0.261
```
Positions in Å, forces in eV/Å.

=====

The following is a quantum chemistry calculation of a single C4H5BrN2O2 molecule, from the OMol25 dataset.

As for the charge: 0. The electronic energy is -81347.22751 eV. The HOMO-LUMO gap comes out at 10.6 eV. As for the relative energy (zero: lowest compared OMol25 entry of this formula, charge and spin): 19.4 kJ/mol. The lowest unoccupied orbital energy comes out at 0.011 Eh.

```
14
Properties=species:S:1:pos:R:3:forces:R:3:nbo_charge:R:1
H -1.528007 -0.374813 2.029535 -2.195 1.101 1.721 0.228
H -1.935531 0.174593 -0.940928 2.170 -0.303 -0.139 0.433
H -0.951809 -1.778293 1.258497 0.013 1.178 -0.661 0.230
O 2.138402 0.403611 0.845818 3.975 0.130 2.692 -0.530
H 2.250241 0.389980 -1.655963 -0.830 -0.097 -0.813 0.440
C 0.037617 0.163022 -1.876467 -0.856 -1.247 1.104 0.800
C -0.680151 -0.736792 1.604715 0.159 -2.203 -3.480 -0.650
C -0.231057 0.201100 0.499579 -0.895 -0.183 -2.135 0.053
O -0.212856 0.046834 -3.030571 0.143 0.569 -1.062 -0.563
N 1.312017 0.258605 -1.279803 0.628 0.125 0.446 -0.669
N -0.900076 -0.030681 -0.834474 0.514 0.783 1.554 -0.665
Br -0.644050 2.077848 1.057502 0.163 -0.254 0.053 -0.020
H 0.055416 -1.048481 2.239369 2.191 0.365 2.230 0.244
C 1.289845 0.253468 0.083192 -5.180 0.036 -1.510 0.669
```
Positions in Å, forces in eV/Å.

=====

The following is a quantum chemistry calculation of a molecular structure, C4H5CaO3, from the OMol25 dataset.

As for the charge: +1. The electronic energy is -28801.61391 eV. The HOMO-LUMO gap comes out at 6.7 eV. As for the relative energy (zero: lowest compared OMol25 entry of this formula, charge and spin): 19.1 kJ/mol. The lowest unoccupied orbital energy comes out at -0.191 Eh.

```
13
Properties=species:S:1:pos:R:3:forces:R:3:nbo_charge:R:1
O -1.195582 0.391812 -1.317873 -0.509 -0.205 0.347 -0.675
O 2.417468 -0.656450 0.478990 0.391 -0.594 0.169 -0.715
O -1.490268 0.717662 0.910531 -0.065 0.724 0.105 -0.626
H -3.238577 -0.999652 3.134272 0.185 0.313 0.044 0.232
C 3.202366 -1.447975 0.691452 0.355 -0.418 0.106 0.725
H -1.600381 -0.273256 3.231107 -0.259 -0.141 -0.074 0.199
C -1.157344 1.153637 -0.360304 0.678 0.047 -0.341 0.169
H -3.013418 0.786262 3.112390 0.039 -0.330 -0.046 0.224
C -2.599709 -0.177078 2.784850 -0.145 0.035 0.042 -0.620
H -2.244467 -1.226427 0.918379 0.017 0.137 -0.004 0.181
C -2.508555 -0.223855 1.273827 -0.336 -0.822 0.015 -0.097
H -3.459228 0.050296 0.802179 0.270 0.079 0.027 0.204
Ca 1.015647 1.042075 0.004943 -0.621 1.175 -0.389 1.800
```
Positions in Å, forces in eV/Å.

=====

The following is a quantum chemistry calculation of a molecular structure, C4H5CaO5, from the OMol25 dataset.

As for the charge: +1. The electronic energy is -32896.57215 eV. The HOMO-LUMO gap comes out at 4.1 eV. As for the relative energy (zero: lowest compared OMol25 entry of this formula, charge and spin): 0.0 kJ/mol. The lowest unoccupied orbital energy comes out at -0.221 Eh.

```
15
Properties=species:S:1:pos:R:3:forces:R:3:nbo_charge:R:1
H 1.617664 0.924141 0.154850 -0.293 -0.095 -0.052 0.255
O 1.106964 -1.580992 0.454069 -0.579 2.292 0.759 -0.607
O -2.091469 2.903973 0.683147 -0.243 1.814 -0.354 -0.831
C -1.356341 2.020729 0.188105 0.153 -2.138 1.859 0.970
H 2.667510 -3.880380 -0.536295 -0.146 0.132 -0.108 0.497
Ca -3.900665 1.913723 0.099452 0.454 -0.302 0.104 1.873
C 0.610423 0.902053 -0.268689 -0.112 -0.724 -0.034 -0.132
O -0.059626 2.074565 0.248022 -0.146 0.999 -0.412 -0.439
H -0.624163 -0.857328 -0.670302 -0.433 -0.037 1.150 0.246
H 0.646444 0.971324 -1.360939 0.088 0.018 0.253 0.210
H -0.401243 -0.306431 1.255325 -0.701 -0.348 -0.786 0.234
O 2.488251 -3.144599 0.059656 -0.432 0.384 0.342 -0.693
C -0.187199 -0.322785 0.180504 4.097 -3.080 -0.564 -0.040
O -1.905338 0.885850 -0.102557 -1.268 1.142 -1.205 -0.859
C 1.388789 -2.503843 -0.384348 -0.441 -0.059 -0.953 0.318
```
Positions in Å, forces in eV/Å.

=====

The following is a quantum chemistry calculation of a molecular structure, C4H5CdLiO2, from the OMol25 dataset.

As for the charge: +3. The multiplicity is 2. The electronic energy is -13057.97254 eV. The HOMO-LUMO gap (spin up / spin down) comes out at 3.8 / 4.8 eV. The lowest unoccupied orbital energy (spin up / spin down) comes out at -0.583 / -0.582 Eh.

```
13
Properties=species:S:1:pos:R:3:forces:R:3:nbo_charge:R:1
C 2.133591 -0.590144 0.205125 -2.494 -2.157 1.405 0.763
H -0.589892 -0.344895 -1.605302 -0.041 -0.035 0.363 0.206
H -1.740496 -1.187338 -0.377276 0.292 0.164 0.080 0.237
O 2.844893 -0.087026 -0.597775 -1.121 0.729 -0.401 -0.771
Li -3.679817 2.353453 1.317590 -0.270 0.017 0.162 0.991
H 0.869834 -0.752620 1.820619 -0.230 -0.041 -0.158 0.340
C 1.156014 -1.170484 0.852342 1.814 0.791 0.078 -0.556
H -1.188562 1.882564 -0.687813 -0.245 -0.185 -0.060 0.162
O -2.510990 1.102034 0.636313 0.059 0.101 -0.331 -0.649
C -1.662305 0.981691 -0.259924 0.460 0.102 0.394 0.302
Cd 4.638076 0.320528 -1.209161 2.652 0.445 -0.774 1.867
C -1.204692 -0.294797 -0.705170 -0.792 -0.014 -0.683 -0.245
H 0.934351 -2.212968 0.610430 -0.084 0.081 -0.076 0.352
```
Positions in Å, forces in eV/Å.

=====

The following is a quantum chemistry calculation of 2 unconnected molecules or ions with the total composition C4H5Cl, from the OMol25 dataset.

As for the charge: 0. The electronic energy is -16748.54402 eV. The HOMO-LUMO gap comes out at 10.2 eV. As for the relative energy (zero: lowest compared OMol25 entry of this formula, charge and spin): 152.4 kJ/mol. The lowest unoccupied orbital energy comes out at 0.021 Eh.

```
10
Properties=species:S:1:pos:R:3:forces:R:3:nbo_charge:R:1
H -1.416560 -1.108640 1.280276 0.071 -0.571 -1.268 0.186
H 2.444700 0.845924 -0.099530 0.966 -0.336 0.723 0.290
H -0.812967 -0.951524 -1.664614 0.149 0.982 -0.046 0.230
C -1.330823 -1.448924 0.200172 0.445 3.648 3.139 -0.291
C -0.430808 0.718008 -0.308770 0.078 0.835 -0.108 -0.019
H -1.499299 -2.453772 0.077233 -0.551 -2.017 -1.045 0.201
C 0.048499 1.760288 0.008949 0.547 1.599 1.257 -0.242
C -0.919387 -0.513856 -0.662573 -0.581 -4.113 -1.265 -0.309
H 0.388531 2.624008 0.564155 -0.085 -0.345 -0.672 0.250
Cl 3.528114 0.528490 0.604703 -1.038 0.319 -0.714 -0.296
```
Positions in Å, forces in eV/Å.

=====

The following is a quantum chemistry calculation of a single C4H5Cl molecule, from the OMol25 dataset.

As for the charge: 0. The electronic energy is -16746.12303 eV. The HOMO-LUMO gap comes out at 8.8 eV. As for the relative energy (zero: lowest compared OMol25 entry of this formula, charge and spin): 386.0 kJ/mol. The lowest unoccupied orbital energy comes out at -0.011 Eh.

```
10
Properties=species:S:1:pos:R:3:forces:R:3:nbo_charge:R:1
H -0.079794 1.105552 1.229198 1.016 -0.063 -0.325 0.209
C 0.870281 1.013929 0.667905 1.539 0.409 0.375 -0.387
C -0.366678 -0.787959 -0.395262 1.915 -2.305 0.840 -0.621
C 1.035749 0.125406 -0.300324 -5.109 -0.185 0.711 -0.189
H 1.758121 1.594530 0.948516 -0.640 0.308 0.125 0.195
H -0.635969 -0.983928 -1.404144 0.160 -0.446 -1.885 0.260
H 1.825057 0.038152 -1.043029 -0.131 -0.321 0.413 0.226
H 0.026595 -1.826989 -0.055450 -0.888 1.305 -0.696 0.244
C -1.895591 -0.886640 -0.075849 2.443 0.970 0.433 0.053
Cl -2.537768 0.607945 0.428440 -0.304 0.326 0.009 0.011
```
Positions in Å, forces in eV/Å.

=====

The following is a quantum chemistry calculation of 2 unconnected molecules or ions with the total composition C4H5Cl, from the OMol25 dataset.

As for the charge: 0. The electronic energy is -16745.18621 eV. The HOMO-LUMO gap (spin up / spin down) comes out at 9.0 / 7.7 eV. As for the relative energy (zero: lowest compared OMol25 entry of this formula, charge and spin): 476.4 kJ/mol. The lowest unoccupied orbital energy (spin up / spin down) comes out at -0.028 / -0.014 Eh.

```
10
Properties=species:S:1:pos:R:3:forces:R:3:nbo_charge:R:1
H -0.245740 -2.087052 0.800625 0.961 0.035 -0.523 0.240
C -0.466934 -0.193114 0.079349 -1.494 0.364 -1.066 -0.016
C 0.427465 -1.261916 0.483593 -1.170 0.076 4.629 -0.668
H 0.747201 3.114052 -0.507876 1.044 2.635 -0.728 0.219
C -0.065694 1.121400 -0.008797 0.333 1.276 -0.293 -0.104
H -0.681836 0.103643 -2.150256 0.127 -0.287 0.294 0.008
Cl -2.181039 -0.613438 0.174356 0.495 0.564 0.102 0.007
C 0.406903 2.230266 -0.179458 -1.416 -3.255 0.996 -0.154
H 1.157283 -1.517540 -0.197646 1.573 -0.619 -1.404 0.240
H 0.902388 -0.896299 1.506108 -0.452 -0.789 -2.006 0.228
```
Positions in Å, forces in eV/Å.

=====

- Which formula does entry 12 have?
  C4H5Cl